(1)
# C6H12N2O

C6H12N2O in the gas phase (wB97M-V/def2-TZVPD, the OMol25 dataset).

As for the charge: 0. The electronic energy comes out at -11441.9179 eV. Its energy relative to the best compared isomer or geometry (same formula, charge and spin) is 63.48 kcal/mol. Its structure (SMILES) is C=C(N)/C(C)=C(\C)NO. The value obtained for the gap between HOMO and LUMO is 8.84 eV. As for the HOMO energy: -0.2916 Eh.

Atoms and positions in Å:
C  0.827  -2.002  -1.056
C  0.349  -1.452  0.062
N  -0.142  -2.206  1.118
C  0.290  0.013  0.267
C  1.101  0.525  1.432
C  -0.429  0.826  -0.518
C  -1.246  0.369  -1.690
N  -0.422  2.226  -0.323
O  -0.863  2.670  0.963
H  1.160  -1.396  -1.876
H  0.895  -3.070  -1.173
H  -0.141  -1.756  2.018
H  0.151  -3.171  1.138
H  1.634  1.429  1.141
H  0.469  0.758  2.290
H  1.836  -0.219  1.734
H  -0.820  0.752  -2.618
H  -1.273  -0.714  -1.739
H  -2.265  0.748  -1.601
H  -1.037  2.684  -0.991
H  -0.074  2.987  1.422

(2)
# C16H48AlFO8

C16H48AlFO8 as an isolated structure at a distorted geometry (wB97M-V/def2-TZVPD, the OMol25 dataset).

As for the charge: +2. The electronic energy comes out at -43042.5857 eV. Its energy relative to the best compared isomer or geometry (same formula, charge and spin) is 2.09 kcal/mol. The value obtained for the gap between HOMO and LUMO is 2.93 eV. As for the HOMO energy: -0.5719 Eh.

Atoms and positions in Å:
Al  -2.355  -9.150  -34.852
F  -4.095  -10.546  -33.108
C  -3.051  -14.144  -35.655
C  -3.836  -12.834  -35.773
O  -2.998  -11.761  -36.245
H  -2.269  -14.113  -34.901
H  -2.567  -14.328  -36.621
H  -3.732  -14.979  -35.486
H  -4.221  -12.527  -34.797
H  -4.703  -12.960  -36.430
H  -2.818  -11.927  -37.183
C  -6.541  -10.027  -37.688
C  -6.097  -9.080  -36.581
O  -5.083  -9.695  -35.748
H  -6.722  -11.018  -37.254
H  -5.791  -10.163  -38.471
H  -7.467  -9.742  -38.187
H  -6.992  -8.925  -35.947
H  -5.755  -8.108  -36.926
H  -5.540  -10.388  -35.224
C  -4.779  -8.061  -29.814
C  -5.626  -9.232  -30.303
O  -5.736  -9.220  -31.751
H  -4.470  -8.256  -28.781
H  -5.291  -7.106  -29.843
H  -3.821  -8.076  -30.339
H  -6.621  -9.267  -29.865
H  -5.112  -10.155  -30.007
H  -5.061  -9.831  -32.144
C  -5.634  -5.583  -32.895
C  -5.057  -6.485  -33.968
O  -4.302  -7.554  -33.374
H  -6.229  -4.779  -33.329
H  -4.822  -5.120  -32.333
H  -6.245  -6.125  -32.171
H  -4.331  -5.954  -34.590
H  -5.821  -6.872  -34.663
H  -4.816  -8.022  -32.664
C  0.615  -12.629  -32.524
C  0.108  -12.242  -33.918
O  -1.183  -11.627  -33.822
H  -0.092  -13.287  -32.026
H  0.710  -11.701  -31.958
H  1.617  -13.051  -32.576
H  0.093  -13.121  -34.579
H  0.770  -11.491  -34.350
H  -1.822  -12.177  -33.293
C  -8.735  -10.980  -34.747
C  -7.709  -10.776  -33.668
O  -6.486  -11.465  -34.037
H  -8.343  -10.848  -35.756
H  -9.536  -10.245  -34.640
H  -9.169  -11.980  -34.720
H  -8.026  -11.184  -32.700
H  -7.427  -9.711  -33.549
H  -5.748  -11.168  -33.460
C  -1.256  -8.705  -29.753
C  -1.552  -9.653  -30.917
O  -1.210  -9.062  -32.187
H  -0.183  -8.655  -29.571
H  -1.690  -9.117  -28.837
H  -1.712  -7.727  -29.893
H  -2.612  -9.893  -30.927
H  -0.941  -10.544  -30.747
H  -0.273  -8.824  -32.200
C  -3.493  -15.240  -32.106
C  -4.056  -13.851  -32.063
O  -3.073  -12.859  -32.177
H  -2.765  -15.383  -31.304
H  -2.955  -15.448  -33.033
H  -4.321  -15.945  -32.066
H  -4.709  -13.644  -31.195
H  -4.771  -13.790  -32.938
H  -3.522  -11.946  -32.395

(3)
# C27H24N2O6PdS2Te

C27H24N2O6PdS2Te as an isolated structure (wB97M-V/def2-TZVPD, the OMol25 dataset).

The spin multiplicity is 3. As for the charge: -2. The electronic energy comes out at -76098.0522 eV. Its energy relative to the best compared isomer or geometry (same formula, charge and spin) is 2.19 kcal/mol. The value obtained for the gap between HOMO and LUMO (alpha / beta) is 5.13 / 5.88 eV. As for the HOMO energy (alpha / beta): -0.0373 / -0.0865 Eh.

Atoms and positions in Å:
Pd  -2.147  -0.129  -0.474
C  -0.402  1.704  4.463
C  -0.307  2.052  3.118
C  -0.927  1.291  2.149
C  -1.675  0.151  2.495
C  -1.776  -0.191  3.858
C  -1.141  0.581  4.814
N  -2.250  -0.592  1.502
N  -2.957  -1.655  1.857
C  -3.421  -2.306  0.765
C  -4.180  -3.486  0.852
C  -4.609  -4.116  -0.302
C  -4.305  -3.596  -1.557
C  -3.559  -2.422  -1.666
C  -3.129  -1.788  -0.520
H  0.087  2.302  5.223
H  0.254  2.928  2.814
H  -0.844  1.582  1.110
H  -2.347  -1.065  4.132
H  -1.226  0.299  5.859
H  -4.412  -3.886  1.831
H  -5.188  -5.030  -0.225
H  -4.643  -4.104  -2.453
H  -3.313  -1.995  -2.630
O  -1.899  1.923  -4.260
S  -1.456  1.002  -3.250
O  -0.567  -0.041  -3.730
O  -2.596  0.445  -2.443
C  -0.513  1.880  -1.998
C  0.834  1.522  -1.928
C  1.723  2.161  -1.080
C  1.267  3.213  -0.300
C  -0.072  3.566  -0.346
C  -0.981  2.900  -1.162
S  -2.722  3.315  -0.862
O  -2.654  4.532  -0.059
O  -3.369  3.482  -2.140
O  -3.180  2.156  -0.071
H  1.174  0.722  -2.567
H  2.751  1.825  -1.034
H  1.940  3.745  0.362
H  -0.460  4.352  0.287
C  5.979  0.269  -0.659
C  4.610  -0.351  -0.569
C  3.928  -0.413  0.636
C  2.645  -0.949  0.730
C  1.983  -0.987  2.077
C  2.014  -1.440  -0.424
Te  0.059  -2.273  -0.332
C  2.709  -1.408  -1.651
C  2.108  -1.957  -2.917
C  3.986  -0.861  -1.700
H  6.360  0.527  0.330
H  5.954  1.185  -1.256
H  6.694  -0.408  -1.133
H  4.400  -0.025  1.534
H  2.643  -0.576  2.844
H  1.713  -2.009  2.348
H  1.056  -0.414  2.082
H  1.146  -1.492  -3.138
H  1.927  -3.029  -2.822
H  2.781  -1.790  -3.761
H  4.504  -0.829  -2.654

(4)
# C2HN2O2S

A 2-piece molecular cluster, C2HN2O2S overall at a distorted geometry (wB97M-V/def2-TZVPD, the OMol25 dataset).

As for the charge: -1. The electronic energy comes out at -19997.1305 eV. Its energy relative to the best compared isomer or geometry (same formula, charge and spin) is 31.62 kcal/mol. The value obtained for the gap between HOMO and LUMO is 6.41 eV. As for the HOMO energy: -0.1013 Eh.

Atoms and positions in Å:
C  0.905  0.543  0.136
C  1.003  -0.782  -0.041
N  -1.204  -0.901  -0.130
N  -1.648  0.162  -0.030
O  -2.599  0.891  0.033
O  -0.051  1.399  0.299
S  1.756  -2.201  0.089
H  1.838  0.887  -0.355

Q: Number 2 is which compound?
A: C16H48AlFO8

Q: Look up the energy relative to the best compared isomer or geometry (same formula, charge and spin) of the third one.
A: 2.19 kcal/mol

Please write out number 1 again, unchanged.
# C6H12N2O

C6H12N2O in the gas phase (wB97M-V/def2-TZVPD, the OMol25 dataset).

As for the charge: 0. The electronic energy comes out at -11441.9179 eV. Its energy relative to the best compared isomer or geometry (same formula, charge and spin) is 63.48 kcal/mol. Its structure (SMILES) is C=C(N)/C(C)=C(\C)NO. The value obtained for the gap between HOMO and LUMO is 8.84 eV. As for the HOMO energy: -0.2916 Eh.

Atoms and positions in Å:
C  0.827  -2.002  -1.056
C  0.349  -1.452  0.062
N  -0.142  -2.206  1.118
C  0.290  0.013  0.267
C  1.101  0.525  1.432
C  -0.429  0.826  -0.518
C  -1.246  0.369  -1.690
N  -0.422  2.226  -0.323
O  -0.863  2.670  0.963
H  1.160  -1.396  -1.876
H  0.895  -3.070  -1.173
H  -0.141  -1.756  2.018
H  0.151  -3.171  1.138
H  1.634  1.429  1.141
H  0.469  0.758  2.290
H  1.836  -0.219  1.734
H  -0.820  0.752  -2.618
H  -1.273  -0.714  -1.739
H  -2.265  0.748  -1.601
H  -1.037  2.684  -0.991
H  -0.074  2.987  1.422

Q: Which formula does entry 2 have?
A: C16H48AlFO8